89
Properties=species:S:1:pos:R:3:mulliken_charge:R:1 method="wB97M-V/def2-TZVPD" gap_ev=5.2522 e_homo_ev=-3.8 relative_energy_ev=4.6074 charge=-1 mol_weight_g_mol=909.58 spin_multiplicity=1 lumo_energy_ev=1.44 total_energy_ev=-82799.54781
Rh 0.6666 0.1572 -0.4091 1.0138
C 2.0260 -6.3264 -0.1324 -0.6225
C 1.1189 -6.3996 -1.1870 -0.6947
C 0.4564 -5.2630 -1.6451 -0.0027
C 0.7373 -4.0645 -1.0247 0.2408
C 0.2280 -2.6854 -1.2507 -0.0032
N 0.8103 -1.8456 -0.3634 -0.0197
C 1.6422 -2.5758 0.4618 -0.7603
N 2.2598 -2.1326 1.4872 -0.8683
C 1.9565 -0.8428 1.8585 0.8267
C 1.1411 -0.4562 2.8591 -0.2813
C 0.6087 -1.1698 3.9726 -1.0841
C -0.0641 -0.5083 4.9261 -0.8233
C -0.2281 0.9441 4.8596 -0.6467
C 0.1674 1.6870 3.8286 -1.0667
C 0.6941 1.0107 2.5952 2.4896
C 1.9851 1.5091 1.9410 0.7874
N 2.3225 2.4600 0.8675 -0.2622
C 1.3524 2.9684 -0.0120 -0.5404
N 0.5653 2.1441 -0.6601 0.1617
C -0.1784 2.8508 -1.5829 -0.6003
N -1.0639 2.3294 -2.4322 -0.4353
C -1.2622 1.0551 -2.5834 -1.3690
N -0.5804 -0.0086 -1.9702 -0.3442
C -1.0631 -1.1513 -2.4336 -0.2912
N -0.6534 -2.4176 -2.1567 -0.4158
C -2.1216 -0.8876 -3.3995 0.4537
C -2.9200 -1.7379 -4.1585 0.2286
C -3.8444 -1.1652 -5.0142 -0.9003
C -3.9659 0.2305 -5.1131 -0.6871
C -3.1686 1.0750 -4.3604 -0.3174
C -2.2436 0.4967 -3.4964 0.9039
C 0.1972 4.2287 -1.4878 -0.0964
C -0.1728 5.3794 -2.1974 -0.1427
C 0.4578 6.5649 -1.8968 -0.6322
C 1.4484 6.6356 -0.8906 -0.7009
C 1.8184 5.5189 -0.1767 -0.3889
C 1.1927 4.3011 -0.4843 0.1999
N 2.4092 0.3074 1.1861 0.5570
C 1.6382 -3.9939 0.0216 -0.1734
C 2.2940 -5.1105 0.4930 -0.2102
H 2.5229 -7.2269 0.2063 0.3970
H 0.9297 -7.3572 -1.6558 0.3991
H -0.2589 -5.3075 -2.4570 0.5875
H 0.8054 -2.2316 4.0646 0.4810
H -0.4261 -1.0426 5.7951 0.4409
H -0.6800 1.4456 5.7090 0.4385
H 0.0331 2.7615 3.8108 0.4766
H -2.8100 -2.8125 -4.0766 0.5566
H -4.4817 -1.7977 -5.6201 0.4184
H -4.6968 0.6482 -5.7949 0.4002
H -3.2499 2.1519 -4.4341 0.5647
H -0.9363 5.3233 -2.9636 0.5251
H 0.2035 7.4631 -2.4467 0.3800
H 1.9215 7.5878 -0.6815 0.3916
H 2.5698 5.5680 0.6028 0.5715
H 2.9859 -5.0338 1.3221 0.5461
O 4.5642 1.3804 0.5445 -0.5666
B 3.2067 1.2868 0.4727 0.7672
O 2.9217 1.7497 2.9970 -0.4939
C 4.1211 2.3843 2.7358 0.1960
C 4.5647 3.2376 3.7345 -0.6424
C 5.7996 3.8618 3.6516 -0.6638
C 6.6080 3.6472 2.5449 -0.4580
C 6.1654 2.8218 1.5232 -0.7408
C 4.9380 2.1927 1.6059 0.7425
H 3.9066 3.3930 4.5799 0.4416
H 6.1224 4.5198 4.4482 0.3970
H 7.5726 4.1308 2.4643 0.3869
H 6.7620 2.6497 0.6365 0.4141
C -3.7503 -4.3805 -1.4204 -0.2354
C -5.2552 -4.3815 -1.3025 0.4583
O -5.9398 -5.3239 -1.6074 -0.5847
S -6.0918 -2.9211 -0.6851 -0.1860
C -4.7695 -1.9217 -0.0611 -0.5480
C -4.3432 -0.8099 -0.7764 0.0098
C -3.3010 -0.0345 -0.2966 -0.4204
C -2.6649 -0.3639 0.9037 0.1067
C -3.1164 -1.4727 1.6323 -0.8220
C -4.1673 -2.2369 1.1570 -0.2105
C -1.5176 0.3605 1.3374 0.0958
C -0.3954 0.7576 1.5892 -0.8372
H -3.4813 -5.0248 -2.2553 0.4159
H -3.3224 -4.8035 -0.5091 0.3282
H -3.3353 -3.3844 -1.5581 -0.3614
H -4.8063 -0.5701 -1.7263 0.3922
H -2.9513 0.8199 -0.8617 0.5418
H -2.6189 -1.7240 2.5608 0.5298
H -4.5210 -3.0910 1.7217 0.4903

100
Properties=species:S:1:pos:R:3:mulliken_charge:R:1 method="wB97M-V/def2-TZVPD" gap_ev=3.9453 e_homo_ev=-1.5 charge=-2 mol_weight_g_mol=1312.31 spin_multiplicity=1 lumo_energy_ev=2.49 total_energy_ev=-218132.29540
Sr 0.2490 0.6318 2.2407 1.8177
O 2.6961 -5.4060 -1.1759 -0.7914
C 1.5486 -4.9349 -1.2642 0.3079
O 0.6103 -5.2183 -2.0328 -0.6500
C 1.2299 -3.7910 -0.2702 -1.0032
C 2.2362 -3.1445 0.4290 -1.0409
C 1.9031 -2.0787 1.2570 0.6169
N 0.6587 -1.6123 1.3451 1.1900
C -0.3304 -2.2466 0.7066 0.0998
C -0.0755 -3.3625 -0.0803 -0.8872
C -1.7017 -1.6513 0.7730 -1.2917
C -2.7592 -2.3171 -0.0614 -0.9707
C -4.1930 -1.7713 0.0694 0.3443
C -4.2161 -0.4336 0.7307 -1.2161
C -3.1487 0.0888 1.3305 -0.5593
N -1.8882 -0.5581 1.4091 0.4308
C 2.9296 -1.3878 2.1023 0.5914
C 4.2936 -1.6027 1.9225 -1.0031
C 5.1908 -0.9546 2.7545 -0.5458
C 4.7100 -0.1283 3.7578 -1.0146
C 3.3368 0.0339 3.8605 -0.2876
N 2.4731 -0.5610 3.0485 0.3217
H 3.2424 -3.5214 0.3148 0.5900
H -0.8535 -3.9011 -0.5979 1.0561
H -2.7181 -3.3974 0.0829 1.2761
H -4.8998 -2.4605 0.5418 0.3999
H -5.1373 0.1381 0.7151 0.3809
H -3.1477 1.0626 1.8110 0.1465
H 4.6468 -2.2537 1.1366 0.3718
H 6.2560 -1.0938 2.6169 0.4337
H 5.3744 0.3921 4.4344 0.4592
H 2.8989 0.6843 4.6125 0.5625
S -0.1681 2.6612 -0.3131 -0.2545
S -0.8504 4.5153 0.2933 -0.1475
S -2.5867 4.1692 1.3491 -0.1709
S -2.0751 3.0809 3.0201 -0.3014
Se 7.7138 3.8786 1.7791 0.1489
N 6.8148 2.7746 0.6920 -0.9173
C 5.5799 2.7482 1.1067 0.8077
C 4.5348 1.9500 0.4834 0.8251
C 4.7721 1.2062 -0.6719 -0.7839
C 3.7412 0.4648 -1.2054 -1.1471
C 2.5212 0.4551 -0.5361 -0.6440
N 2.2903 1.1334 0.5754 0.9711
C 3.2644 1.9085 1.0690 -0.9051
C 2.9442 2.7624 2.2358 -0.8532
N 1.6919 2.7330 2.7073 1.1520
C 1.3510 3.5366 3.7013 -0.5730
C 2.2605 4.4069 4.3052 -1.0673
C 3.5606 4.4232 3.8587 -0.8747
C 3.9204 3.5932 2.7960 1.0435
C 5.2741 3.5648 2.2668 0.9232
N 6.2678 4.2396 2.7727 -0.9242
H 5.7530 1.2322 -1.1270 0.4988
H 3.8641 -0.1183 -2.1077 0.6116
H 1.6896 -0.1333 -0.9118 0.5558
H 0.3091 3.4856 4.0043 0.2369
H 1.9319 5.0455 5.1132 0.4368
H 4.3090 5.0676 4.3013 0.5126
Cl -2.3158 -0.6732 6.7430 -0.2108
C -0.5633 -0.5793 6.4502 -0.0358
Cl 0.1569 0.7027 7.4483 -0.2260
C -0.3004 -0.4064 4.9303 0.3230
O -0.3237 -1.4630 4.2948 -0.4964
O -0.0786 0.7491 4.5020 -0.4986
H -0.1398 -1.5190 6.7851 0.3300
F -6.5438 3.4794 -3.3030 -0.3746
C -5.4625 2.7004 -3.0288 0.4075
C -4.7345 2.9437 -1.8853 -0.7345
C -3.6320 2.1396 -1.6244 -0.1891
C -3.2734 1.1133 -2.4930 0.0084
C -4.0349 0.9028 -3.6398 0.2613
C -5.1407 1.6944 -3.9195 -0.8001
Sb -1.5901 -0.0959 -1.9929 0.0916
C -0.9572 -0.3457 -4.0408 0.2546
C -1.4600 -1.2025 -5.0164 -0.0293
C -0.9263 -1.2310 -6.2985 -0.8513
C 0.1165 -0.3790 -6.5939 0.3774
F 0.6449 -0.4018 -7.8450 -0.3615
C 0.6415 0.4952 -5.6661 -0.6550
C 0.0986 0.4982 -4.3886 -0.7866
C -2.7870 -1.9668 -1.6117 1.2138
C -2.3507 -3.0845 -2.4889 -1.2521
C -3.2258 -3.9137 -3.0631 -1.1350
C -4.6497 -3.7524 -2.8094 0.3236
F -5.4341 -4.7093 -3.3794 -0.3914
C -5.1891 -2.7919 -2.0755 -1.3984
C -4.3248 -1.7245 -1.4740 0.7957
H -5.0063 3.7444 -1.2100 0.4971
H -3.0489 2.3387 -0.7343 -0.1440
H -3.7737 0.1100 -4.3325 0.3187
H -5.7439 1.5444 -4.8052 0.4460
H -2.2765 -1.8749 -4.7851 0.2467
H -1.3031 -1.9042 -7.0568 0.4372
H 1.4551 1.1529 -5.9416 0.4520
H 0.4978 1.1918 -3.6539 0.4696
H -1.2888 -3.2618 -2.6374 0.9982
H -2.9050 -4.7372 -3.6867 0.4969
H -6.2609 -2.7633 -1.9169 0.4168
H -4.6599 -0.7478 -1.8338 0.1086

94
Properties=species:S:1:pos:R:3:mulliken_charge:R:1 method="wB97M-V/def2-TZVPD" gap_ev="6.7808 / 4.1978" e_homo_ev="-10.0 / -10.1" s_squared=0.799 relative_energy_ev=1.0525 charge=+1 mol_weight_g_mol=916.01 spin_multiplicity=2 lumo_energy_ev="-3.25 / -5.88" total_energy_ev=-91884.94070
Ru -2.0574 0.5292 -0.6436 2.9011
O -7.8173 2.0109 -2.7221 -0.3916
C -6.7178 1.7015 -2.3571 0.4666
C -6.3431 0.9591 -1.0115 -0.0857
O -7.1475 0.6212 -0.1765 -0.4862
C -4.8617 0.8206 -1.0615 0.6268
C -4.2929 1.3839 -2.2552 1.1854
O -3.0468 1.3647 -2.4718 -0.8988
C -5.3636 1.9699 -3.1279 -0.1448
O -5.2872 2.5432 -4.1890 -0.5000
O -4.0983 0.2873 -0.2080 -0.8257
N -2.3162 0.7312 1.9149 -0.0759
C -2.0512 2.0812 2.2544 0.0735
C -1.9596 2.5226 3.5501 -0.5501
C -1.6424 3.8570 3.8419 -0.7955
C -1.4208 4.7521 2.8364 -1.0584
C -1.5061 4.3433 1.4884 0.8334
C -1.2410 5.2254 0.4196 -0.7711
C -1.2991 4.7594 -0.8618 -1.2750
C -1.6293 3.4129 -1.0831 -0.4674
N -1.8954 2.5590 -0.1101 0.4225
C -1.8357 2.9998 1.1854 0.1420
H -3.3071 0.5805 1.7346 0.2889
H -2.0257 0.0735 2.6323 0.2949
H -2.1292 1.8235 4.3559 0.5252
H -1.5847 4.1708 4.8721 0.4623
H -1.1781 5.7812 3.0525 0.4669
H -0.9830 6.2529 0.6322 0.4724
H -1.0985 5.3947 -1.7096 0.4949
H -1.6855 3.0235 -2.0889 0.6602
C 6.6286 1.0959 -2.0786 -1.5774
C 5.2289 1.1248 -1.5563 1.0051
C 4.3760 0.0386 -1.7325 -1.0833
C 3.0800 0.0630 -1.2548 -0.4022
C 2.6266 1.1908 -0.5905 0.3621
C 3.4469 2.2964 -0.4269 -0.5559
C 4.7457 2.2532 -0.9010 -0.9896
S 0.9756 1.3001 0.0766 0.1345
O 0.1162 0.5248 -0.9027 -0.6950
C 1.0308 0.3658 1.6089 2.0120
C 1.0632 1.2350 2.7185 -0.9362
C 0.9732 0.7406 3.9856 -1.5089
C 0.7727 -0.6411 4.1975 1.2061
C 0.5993 -1.1629 5.4969 -1.1828
C 0.3995 -2.4996 5.6873 -0.6881
C 0.3637 -3.3731 4.5852 -0.9475
C 0.5396 -2.9002 3.3162 -1.1459
C 0.7489 -1.5186 3.0853 1.3420
C 0.9327 -1.0022 1.7673 -0.8894
C 1.2013 -2.0136 0.7202 -0.7167
C 2.5261 -2.5541 0.6950 1.2022
C 3.5665 -2.0302 1.4948 -0.8071
C 4.8241 -2.5632 1.4408 -0.9097
C 5.1053 -3.6448 0.5883 -0.7673
C 4.1198 -4.1673 -0.2030 -1.0840
C 2.8113 -3.6349 -0.1711 1.1572
C 1.7801 -4.1728 -0.9815 -1.4289
C 0.5271 -3.6370 -0.9569 -0.3656
C 0.2514 -2.5438 -0.1112 0.8294
S -1.4295 -1.9052 -0.0164 1.4425
O -2.3355 -2.9674 0.4301 -0.8826
C -1.7481 -1.6870 -1.8009 -0.9063
C -0.7892 -1.3816 -2.7702 0.2119
C -1.1817 -1.2539 -4.0873 -1.2027
C -2.5122 -1.4339 -4.4740 1.3009
C -2.9216 -1.2505 -5.8999 -1.5879
C -3.4500 -1.7776 -3.5027 -1.0549
C -3.0756 -1.9111 -2.1735 -0.5984
H 6.8838 0.1158 -2.4712 0.3597
H 7.3401 1.3480 -1.2941 0.3831
H 6.7532 1.8246 -2.8791 0.3448
H 4.7350 -0.8402 -2.2477 0.3771
H 2.4219 -0.7733 -1.4134 0.3845
H 3.0731 3.1806 0.0694 0.5339
H 5.3895 3.1105 -0.7719 0.4268
H 1.1460 2.2990 2.5490 0.5517
H 1.0167 1.4042 4.8381 0.4327
H 0.6239 -0.4824 6.3352 0.4790
H 0.2655 -2.8927 6.6830 0.4273
H 0.1899 -4.4259 4.7459 0.4634
H 0.4968 -3.5809 2.4797 0.4844
H 3.3683 -1.1913 2.1458 0.3924
H 5.6104 -2.1510 2.0565 0.4795
H 6.1024 -4.0619 0.5640 0.4455
H 4.3246 -4.9977 -0.8654 0.4765
H 2.0054 -5.0140 -1.6201 0.4529
H -0.2662 -4.0403 -1.5685 0.7306
H 0.2428 -1.2269 -2.4906 0.4478
H -0.4437 -1.0082 -4.8389 0.4168
H -2.0664 -1.2985 -6.5699 0.3997
H -3.3951 -0.2764 -6.0302 0.2896
H -3.6421 -2.0087 -6.2002 0.4029
H -4.4794 -1.9485 -3.7869 0.4568
H -3.7916 -2.2015 -1.4139 0.6782

98
Properties=species:S:1:pos:R:3:mulliken_charge:R:1 method="wB97M-V/def2-TZVPD" gap_ev="3.4418 / 6.1130" e_homo_ev="0.4 / -2.3" s_squared=0.776 relative_energy_ev=0.4325 charge=-2 mol_weight_g_mol=1026.77 spin_multiplicity=2 lumo_energy_ev="3.85 / 3.85" total_energy_ev=-197617.93612
Cu 0.7976 1.7714 -0.7827 -1.1221
O -0.9563 -0.4841 0.8021 -0.5043
S 0.2004 -1.3414 0.2796 1.6661
C -0.8373 -2.6653 -0.2822 0.1390
C -1.1151 -3.7885 0.4445 -0.4431
C -1.9337 -4.8279 -0.0559 -1.3675
C -2.4803 -4.6956 -1.2938 0.4012
C -3.3850 -5.6049 -2.0956 -0.8494
C -3.6857 -4.8152 -3.4002 -0.8805
C -2.9302 -3.5144 -3.2475 0.0770
C -2.8407 -2.4214 -4.0545 -1.3824
C -2.0739 -1.3231 -3.6200 0.0590
C -1.3737 -1.2841 -2.4310 -0.1533
P -0.5196 0.3615 -2.1182 1.8642
C 0.3390 0.4753 -3.7357 1.0358
C 0.0178 1.2667 -4.8329 -0.0813
C 0.8094 1.2267 -5.9740 -0.7456
C 1.9261 0.4041 -6.0274 -0.5834
C 2.2561 -0.3868 -4.9332 -0.4680
C 1.4649 -0.3507 -3.7962 -1.0586
C -2.0049 1.4412 -2.1868 0.6817
C -3.1547 1.0156 -1.5101 -0.4219
C -4.2558 1.8493 -1.3895 -0.6525
C -4.2332 3.1204 -1.9483 -0.6629
C -3.0884 3.5655 -2.5916 -1.0722
C -1.9709 2.7438 -2.6905 -0.4061
C -1.4316 -2.4454 -1.5720 -0.9676
C -2.2439 -3.5106 -2.0257 1.3501
C 1.0550 -1.8503 1.7426 0.2440
C 1.6125 -3.1481 1.8441 -0.4105
C 2.0141 -3.6689 3.0595 -1.1729
C 1.8653 -2.8884 4.2070 0.6422
C 2.1050 -3.1950 5.6715 -0.9205
C 1.8654 -1.8396 6.4071 -0.8091
C 1.3918 -0.8886 5.3255 -0.2101
C 1.0103 0.4506 5.3724 -1.2085
C 0.7264 1.0996 4.1825 0.2858
C 0.7578 0.4596 2.9146 -0.2027
P 0.5474 1.5728 1.4722 2.0603
C -1.0672 2.3975 1.8188 0.9222
C -1.4800 3.4712 1.0246 -0.0344
C -2.7031 4.0940 1.2405 -0.9949
C -3.5719 3.6068 2.2056 -0.6424
C -3.2058 2.4901 2.9470 -0.9046
C -1.9638 1.8961 2.7619 -0.5013
C 1.8063 2.8828 1.9912 1.2491
C 2.9356 2.5234 2.7334 -0.4898
C 4.0034 3.3995 2.8948 -0.8764
C 3.9860 4.6489 2.2939 -0.4848
C 2.8879 5.0143 1.5281 -0.9601
C 1.8221 4.1382 1.3727 -0.2236
C 1.0395 -0.9478 2.8581 -2.2541
C 1.4127 -1.5567 4.0915 1.1006
H -0.6933 -3.8857 1.4363 0.6228
H -2.1093 -5.7092 0.5512 0.4173
H -4.3006 -5.8314 -1.5476 0.2944
H -2.8929 -6.5543 -2.3110 0.2982
H -4.7545 -4.6368 -3.5241 0.2614
H -3.3507 -5.3626 -4.2824 0.2867
H -3.3520 -2.3761 -5.0102 0.4211
H -2.0312 -0.4471 -4.2554 0.4646
H -0.8497 1.9162 -4.8049 0.4081
H 0.5546 1.8507 -6.8238 0.3988
H 2.5443 0.3845 -6.9176 0.3595
H 3.1378 -1.0146 -4.9412 0.4987
H 1.7356 -0.9698 -2.9443 0.2509
H -3.1689 0.0311 -1.0571 0.2965
H -5.1282 1.5112 -0.8436 0.4176
H -5.0975 3.7696 -1.8636 0.3688
H -3.0499 4.5679 -3.0038 0.3883
H -1.0577 3.1284 -3.1328 0.3452
H 1.7094 -3.7514 0.9448 0.7791
H 2.4048 -4.6814 3.1044 0.3265
H 3.1144 -3.5791 5.8477 0.3174
H 1.4029 -3.9601 6.0255 0.2336
H 2.7962 -1.4748 6.8581 0.2034
H 1.1337 -1.9379 7.2148 0.2949
H 0.9715 1.0039 6.3068 0.3167
H 0.5017 2.1599 4.2136 0.6048
H -0.8536 3.8053 0.2036 -0.2991
H -2.9852 4.9449 0.6310 0.4250
H -4.5347 4.0802 2.3662 0.3480
H -3.8975 2.0708 3.6703 0.3974
H -1.6946 1.0227 3.3413 0.4050
H 2.9935 1.5387 3.1791 0.3316
H 4.8661 3.0873 3.4737 0.3906
H 4.8287 5.3241 2.3995 0.3325
H 2.8719 5.9685 1.0119 0.4023
H 1.0114 4.4329 0.7252 0.2757
S 4.9929 1.0071 -0.7975 -0.0878
S 4.1665 1.7048 -2.5374 -0.0281
S 3.3919 3.5718 -2.1613 -0.1263
S 1.3327 3.5642 -2.1101 -0.4080
O 5.1867 -2.9796 -0.3676 -0.6403
S 4.3013 -2.2188 -1.2303 0.8117
O 4.9128 -1.7135 -2.4468 -0.5459
O 3.0001 -2.8433 -1.4517 -0.5032
S 3.7896 -0.4629 -0.0310 -0.0110

Question: Which value of charge does entry 1 give?
Answer: -1